No. 1
DFT (wB97M-V/def2-TZVPD) results for a 2-piece molecular cluster, C4H12 overall in a non-equilibrium geometry.

Computed properties:
HOMO   -11.7 eV
Electronic energy   -4342.3262 eV
E_LUMO   1.1 eV
Energy relative to the best compared isomer or geometry (same formula, charge and spin)   4.7 kcal/mol

Each line ends with the Mulliken charge.
Geometry (Å):
1 C 0.72086 -1.23667 1.05641  -0.69
2 C 1.18630 -2.65884 1.03669  -0.97
3 H 1.42425 -0.55156 0.56684  0.26
4 H -0.16421 -1.06217 0.43977  0.22
5 H 0.60625 -0.88670 2.08053  0.30
6 H 1.48828 -3.04621 0.05999  0.31
7 H 0.43675 -3.32842 1.45652  0.28
8 H 2.11434 -2.79272 1.60447  0.29
9 C -0.19773 1.88969 -1.04913  -0.74
10 C -1.73045 1.99978 -1.07300  -0.87
11 H -0.00274 0.88282 -1.43338  0.21
12 H 0.33323 2.66194 -1.59226  0.36
13 H 0.13093 1.88752 -0.01517  0.23
14 H -2.14316 2.03889 -2.07756  0.29
15 H -2.20770 1.24431 -0.45571  0.28
16 H -1.99520 2.95833 -0.60503  0.27

Forces on the atoms, in the same order (eV/Å):
C 0.302 0.999 -0.782
C 0.820 -0.893 -0.003
H 0.311 -0.217 0.274
H -0.371 -0.258 0.493
H -0.370 0.091 -0.061
H -0.473 0.223 -0.207
H 0.023 -0.084 -0.015
H -0.246 0.140 0.300
C -0.967 -1.259 0.181
C 0.363 1.576 0.486
H 0.664 0.295 -0.188
H -0.063 0.008 -0.225
H 0.206 0.116 0.150
H -0.030 -0.324 -0.065
H 0.016 -0.299 -0.222
H -0.185 -0.117 -0.118

***

No. 2
DFT (wB97M-V/def2-TZVPD) results for C40H31AlN5OPS2 as an isolated structure in a non-equilibrium geometry.

Computed properties:
HOMO   -12.5 eV
Electronic energy   -89023.7184 eV
Net charge   +2
E_LUMO   -6.5 eV
Energy relative to the best compared isomer or geometry (same formula, charge and spin)   27.3 kcal/mol

Each line ends with the Mulliken charge.
Geometry (Å):
1 Al 10.95640 9.34881 16.57406  -0.43
2 N 10.31515 13.08533 15.10405  0.02
3 C 10.58466 14.18859 15.96421  0.33
4 C 10.29605 15.50362 15.50972  -0.80
5 C 10.55974 16.55278 16.33171  -0.50
6 C 11.04889 16.33911 17.66384  -0.86
7 C 11.29805 15.03028 18.07902  -0.71
8 C 11.11400 13.89346 17.22956  0.97
9 S 11.48845 12.35313 17.85414  -0.22
10 N 11.03684 11.33086 16.50529  0.08
11 C 10.57615 11.79008 15.33214  0.87
12 C 10.36963 10.79982 14.19809  0.74
13 C 9.82153 11.15526 12.97605  -0.66
14 C 9.64612 10.14180 11.98169  -0.72
15 C 10.19288 8.85160 12.26504  -0.76
16 C 10.66545 8.55821 13.56620  -0.34
17 N 10.66938 9.53552 14.53174  0.56
18 H 10.17360 13.38739 14.14574  0.16
19 H 9.79995 15.58536 14.53430  0.37
20 H 10.33976 17.55890 15.97754  0.40
21 H 11.14510 17.15122 18.33848  0.45
22 H 11.61584 14.85569 19.10848  0.37
23 H 9.50826 12.18339 12.72188  0.43
24 H 8.96831 10.34195 11.13275  0.44
25 H 10.23340 8.02499 11.55603  0.47
26 H 11.02814 7.52548 13.75646  0.46
27 S 13.31666 7.00898 19.61245  -0.22
28 C 11.70322 7.26355 20.25458  -0.44
29 C 10.91781 8.04566 19.50674  -0.49
30 C 11.50573 8.47838 18.27060  -0.19
31 C 12.77867 7.94484 18.22021  -0.13
32 C 13.56762 8.21732 17.08391  1.29
33 C 14.87012 7.80074 16.91515  -0.97
34 C 15.65378 8.31078 15.89962  -0.55
35 C 14.99551 9.10416 14.94507  -0.88
36 C 13.67085 9.51974 15.14278  -0.07
37 N 12.97185 8.99675 16.17177  0.21
38 H 11.48651 6.85516 21.23609  0.48
39 H 9.97853 8.41486 19.90366  0.22
40 H 15.24876 7.05540 17.56759  0.48
41 H 16.75616 8.28445 15.91332  0.42
42 H 15.51710 9.36127 14.03479  0.42
43 H 13.13393 10.27561 14.54179  0.37
44 O 8.50663 7.94230 16.42335  -0.57
45 N 9.03954 9.16460 16.84637  1.37
46 C 8.51013 9.80141 17.86898  -0.38
47 C 7.15211 9.76411 18.40556  -0.31
48 C 7.04425 9.44402 19.80882  -0.88
49 C 5.84402 9.56190 20.45007  -0.69
50 C 4.67396 9.95358 19.72805  -0.85
51 C 4.78154 10.22780 18.38276  -0.32
52 C 5.98623 10.01613 17.64215  1.17
53 P 5.94005 9.96400 15.82326  0.36
54 C 5.05370 8.44227 15.29899  0.24
55 C 4.94518 7.31376 16.15569  -0.09
56 C 4.28023 6.23121 15.64486  -0.58
57 C 3.67657 6.23092 14.35899  -0.53
58 C 3.62067 7.38687 13.62471  -0.62
59 C 4.40788 8.44921 14.06686  -0.65
60 C 4.72243 11.19507 15.39878  0.72
61 C 3.36279 10.98082 15.71563  -0.71
62 C 2.48363 12.08231 15.69630  -0.58
63 C 2.86645 13.26266 15.13015  -0.61
64 C 4.13811 13.40592 14.61214  -0.40
65 C 5.09503 12.38188 14.75412  -0.77
66 H 7.65277 8.21496 15.95004  0.29
67 H 9.29605 10.43509 18.42223  0.53
68 H 7.90310 8.99733 20.35501  0.24
69 H 5.82966 9.31210 21.49608  0.45
70 H 3.70367 10.05533 20.21353  0.47
71 H 3.90645 10.67675 17.88384  0.48
72 H 5.33140 7.29794 17.16177  0.45
73 H 4.20812 5.32279 16.28865  0.34
74 H 3.18494 5.35504 13.89287  0.37
75 H 3.07964 7.46603 12.68072  0.41
76 H 4.44489 9.34870 13.44073  0.37
77 H 3.03374 9.96852 16.11483  0.60
78 H 1.49633 11.96021 16.07831  0.48
79 H 2.11733 14.08336 15.06623  0.35
80 H 4.45916 14.32783 14.14563  0.42
81 H 6.07152 12.48006 14.28506  0.37

Forces on the atoms, in the same order (eV/Å):
Al 1.634 0.333 0.345
N 0.058 -0.079 -1.196
C 0.387 -0.288 1.016
C -0.028 -2.356 -0.069
C 0.363 0.999 1.599
C -0.708 -1.487 -2.075
C -0.024 -0.463 -0.092
C -0.829 3.859 -0.731
S 0.060 -1.711 -0.115
N -0.869 -0.041 -1.955
C 0.667 0.364 1.607
C -0.471 0.371 0.646
C -0.198 -0.662 -1.366
C 0.149 -0.531 1.594
C -0.259 0.757 0.704
C -0.346 1.318 -0.539
N 0.328 -1.484 -0.600
H -0.105 -0.400 0.194
H 0.380 0.287 0.361
H 0.086 -0.183 0.237
H 0.237 0.556 0.433
H 0.042 0.079 -0.245
H 0.132 -0.766 0.357
H 1.006 -0.154 0.197
H -0.315 0.424 -0.030
H -0.330 1.023 0.420
S -1.969 0.824 -0.884
C 1.406 -0.822 1.216
C -0.584 0.899 -0.490
C 0.252 -0.737 0.591
C -0.820 -0.398 1.117
C 0.779 -0.004 -1.411
C 0.730 0.019 -0.253
C -0.531 0.881 -0.183
C -0.285 0.653 -0.298
C 0.623 -1.179 0.273
N -0.488 1.347 -0.679
H -0.013 0.101 -0.170
H -0.123 -0.301 -0.199
H 0.513 -0.221 0.834
H -0.737 -0.746 -0.340
H 0.104 0.551 0.143
H 0.587 -0.767 0.047
O -1.866 1.441 -1.152
N -0.154 0.403 2.388
C 1.538 -0.439 -1.116
C -0.624 -1.132 0.766
C 0.671 0.297 -0.975
C -1.046 -0.205 -0.554
C 1.134 0.104 0.562
C 0.030 0.106 -0.389
C -0.619 -0.062 1.414
P 1.230 0.032 -1.128
C -0.151 -0.377 1.379
C -0.181 1.010 -1.376
C -0.633 -2.033 -0.141
C -0.575 -0.862 0.469
C 1.078 0.436 -0.126
C -0.189 0.901 -0.285
C -0.985 0.328 -0.571
C -0.125 0.097 1.025
C 0.478 -2.052 -0.151
C -0.550 1.537 -0.308
C 1.182 -0.260 -0.058
C -1.031 0.233 0.105
H 1.087 -0.714 0.458
H -1.376 -0.479 -1.001
H -0.528 0.821 -0.459
H -0.366 -0.054 0.215
H 0.367 0.054 0.039
H 0.620 -0.698 0.222
H 0.155 0.073 0.120
H 0.009 0.719 -0.766
H 0.331 0.353 0.939
H 0.201 -0.140 0.291
H 0.040 -0.257 0.321
H 0.360 1.525 -0.621
H -0.615 -0.080 0.113
H 0.819 -0.599 0.043
H -0.213 0.026 -0.126
H 0.007 0.084 0.424

***

Number 1: HOMO-LUMO gap 0.470 Eh. Number 2: HOMO-LUMO gap 0.221 Eh.